Density functional theory data (ωB97M-V/def2-TZVPD) for an isolated molecule of C2H3ClO2S.

**SMILES**: CC(Cl)=S(=O)=O
**Highest occupied orbital energy (spin up / spin down)**: -0.3627 / -0.3585 Ha
**Electronic energy**: -29571.72088 eV
**Max |F|**: 3.98 eV Å⁻¹
**Orbital gap (spin up / spin down)**: 0.286 / 0.283 Ha
**ΔE to the lowest compared entry with this formula, charge and spin**: 69.03 kcal per mole
**Spin multiplicity**: 1

CARTESIAN COORDINATES (ANGSTROEM)
C  -0.433  -0.507  -0.083
C  -0.663  1.153  -0.149
O  1.219  -2.393  0.558
O  2.107  -0.677  -0.925
S  1.220  -1.004  0.140
Cl  -1.417  -1.260  1.123
H  -1.709  1.425  -0.411
H  -0.114  1.546  -1.020
H  -0.211  1.716  0.767

Cartesian forces, eV/Å:
C -0.41 3.64 1.54
C 1.11 -0.94 -0.09
O 0.28 0.66 0.59
O 0.70 1.20 -0.53
S -0.88 -2.47 -0.72
Cl -0.23 0.21 -0.52
H 0.53 -0.56 0.88
H 0.18 -0.44 0.27
H -1.28 -1.29 -1.43